Version A
Entry from the OMol25 dataset: a 2-piece molecular cluster, C5H15N2S overall (ωB97M-V with the def2-TZVPD basis set).

The geometry in XYZ format:
```
23
Properties=species:S:1:pos:R:3
C 1.93 -0.60 1.17
C 2.23 0.59 -0.94
C -1.29 0.89 1.26
C -2.44 0.20 -0.77
C 0.31 -0.84 -0.62
N 1.43 -0.32 -0.15
N -1.18 0.59 -0.16
S -0.37 -2.26 0.14
H 2.80 -1.26 1.12
H 2.24 0.33 1.66
H 1.16 -1.08 1.78
H 2.38 1.53 -0.40
H 3.21 0.14 -1.13
H 1.75 0.80 -1.90
H -1.54 -0.02 1.80
H -0.35 1.29 1.63
H -2.08 1.63 1.45
H -3.17 1.01 -0.75
H -2.28 -0.10 -1.80
H -2.85 -0.65 -0.21
H 0.11 -0.72 -1.67
H -0.81 1.40 -0.65
H -1.22 -2.55 -0.84
```

## Properties
Total charge: +1
Highest occupied orbital energy: -13.33 eV
HOMO-LUMO gap: 10.49 eV
Spin multiplicity: 1


Version B
Entry from the OMol25 dataset: a 2-piece molecular cluster, C5H15N2S overall (ωB97M-V with the def2-TZVPD basis set).

The geometry in XYZ format:
```
23
Properties=species:S:1:pos:R:3
N -0.92 2.11 -0.16
C 0.35 1.63 0.12
C 0.93 0.69 -0.94
S -0.17 -0.13 -1.99
C 0.43 0.82 1.58
N -0.14 -0.43 1.75
C -1.58 -0.60 1.64
C 0.65 -1.62 1.40
H -1.33 1.70 -0.99
H -1.01 3.12 -0.22
H 0.08 -2.93 -6.93
H 1.08 2.41 0.29
H 1.69 0.01 -0.54
H 1.47 1.35 -1.65
H 0.39 -2.73 -6.29
H 1.48 0.77 1.82
H -0.09 1.54 2.21
H -1.95 -0.51 0.62
H -1.82 -1.55 2.06
H -2.06 0.17 2.23
H 0.29 -2.45 2.00
H 0.53 -1.90 0.36
H 1.70 -1.46 1.61
```

## Properties
Total charge: +1
Highest occupied orbital energy: -12.56 eV
HOMO-LUMO gap: 4.65 eV
Spin multiplicity: 1


Name the least stable of them. version B.


Version A
Entry from the OMol25 dataset: one molecule with the formula C7H14N2S (ωB97M-V with the def2-TZVPD basis set).

The geometry in XYZ format:
```
24
Properties=species:S:1:pos:R:3
C 2.08 -2.20 -3.38
C -2.89 2.18 1.44
C 1.48 -3.36 -3.15
C -1.52 1.80 1.97
C -0.95 0.38 1.60
C 0.21 0.56 0.59
C 0.96 -0.81 0.44
N 2.44 -1.05 -3.34
N 2.07 -0.75 -0.47
S 1.99 -0.03 -1.86
H -3.14 1.32 0.83
H -3.60 2.41 2.27
H -2.73 3.14 0.79
H 0.44 -3.62 -3.34
H 2.08 -4.20 -2.57
H -1.57 1.94 3.07
H -0.71 2.56 1.65
H -1.71 -0.27 1.32
H -0.39 -0.08 2.36
H 0.88 1.34 0.77
H -0.21 0.87 -0.46
H 0.19 -1.51 0.17
H 1.43 -1.15 1.34
H 3.16 0.53 -2.03
```

## Properties
Highest occupied orbital energy: -8.43 eV
HOMO-LUMO gap: 8.77 eV
Spin multiplicity: 1


Version B
Entry from the OMol25 dataset: a 2-piece molecular cluster, C7H14N2S overall (ωB97M-V with the def2-TZVPD basis set).

The geometry in XYZ format:
```
24
Properties=species:S:1:pos:R:3
C -2.63 -0.28 0.09
C -1.41 -1.11 -0.30
C -0.73 -1.68 0.92
C 0.06 -1.03 1.83
N 0.56 -1.99 2.66
C 0.05 -3.18 2.24
N -0.72 -3.03 1.20
H -3.27 -0.92 0.71
H -3.24 -0.08 -0.80
H -2.37 0.63 0.61
H -1.61 -1.96 -0.94
H -0.65 -0.46 -0.74
H 0.36 0.01 1.80
H 1.21 -1.89 3.42
H 0.25 -4.12 2.73
C 2.63 1.57 -1.23
S 1.27 2.58 -0.61
C 0.47 3.11 -2.13
H 2.52 1.45 -2.31
H 3.60 2.02 -1.05
H 2.65 0.60 -0.73
H -0.53 3.49 -1.94
H 0.49 2.31 -2.87
H 1.02 3.96 -2.57
```

## Properties
SMILES string: CCc1c[nH]cn1.CSC
Highest occupied orbital energy: -8.38 eV
HOMO-LUMO gap: 9.16 eV
Spin multiplicity: 1


Name the least stable of them. version A.


Version A
Entry from the OMol25 dataset: a 3-piece molecular cluster, C3H6F2 overall (ωB97M-V with the def2-TZVPD basis set).

The geometry in XYZ format:
```
11
Properties=species:S:1:pos:R:3
C -1.25 0.18 0.12
C -0.08 -0.44 -0.52
C 1.17 0.15 0.10
H -2.01 0.23 -0.95
H -1.47 -0.75 1.28
H -0.62 1.61 0.78
H -0.24 -1.53 -0.28
H 0.11 -0.41 -1.58
H 0.97 0.09 1.33
F 2.22 -0.57 -0.01
F 1.19 1.45 -0.27
```

## Properties
Highest occupied orbital energy: -10.35 eV
HOMO-LUMO gap: 10.83 eV
Spin multiplicity: 1


Version B
Entry from the OMol25 dataset: one molecule with the formula C3H6F2 (ωB97M-V with the def2-TZVPD basis set).

The geometry in XYZ format:
```
11
Properties=species:S:1:pos:R:3
C -1.86 -0.03 -0.05
C -0.56 -0.86 0.04
C 0.55 0.03 0.35
F 1.66 -0.53 -0.21
F 0.31 1.36 -0.11
H -2.80 -0.54 -0.14
H -1.84 0.76 0.76
H -1.87 0.51 -0.94
H -0.63 -1.72 0.74
H -0.33 -1.35 -0.99
H 0.89 0.12 1.38
```

## Properties
SMILES string: CCC(F)F
Highest occupied orbital energy: -12.01 eV
HOMO-LUMO gap: 13.11 eV
Spin multiplicity: 1


Name the least stable of them. version A.


Version A
Entry from the OMol25 dataset: one molecule with the formula C6H4S2 (ωB97M-V with the def2-TZVPD basis set).

The geometry in XYZ format:
```
12
Properties=species:S:1:pos:R:3
C -0.36 2.77 0.47
C -0.58 1.69 0.02
C -0.89 0.38 -0.48
S -2.23 0.10 -1.36
C 0.05 -0.72 -0.08
C -0.43 -1.84 0.48
C 1.49 -0.60 -0.32
S 2.25 0.51 -1.21
H -0.13 3.74 0.86
H 0.26 -2.61 0.81
H -1.51 -2.02 0.64
H 2.09 -1.41 0.17
```

## Properties
SMILES string: C#CC(=S)C(=C)C=S
Highest occupied orbital energy: -8.89 eV
HOMO-LUMO gap: 7.73 eV
Spin multiplicity: 1


Version B
Entry from the OMol25 dataset: one molecule with the formula C6H4S2 (ωB97M-V with the def2-TZVPD basis set).

The geometry in XYZ format:
```
12
Properties=species:S:1:pos:R:3
C -2.71 0.07 0.71
C -1.53 -0.26 0.53
C -0.23 -0.88 0.19
S -0.48 -2.52 0.05
C 0.85 -0.05 -0.14
C 2.08 -0.45 0.08
C 0.38 1.39 -0.65
S -0.68 1.62 -1.83
H -3.87 0.19 0.87
H 2.98 0.21 0.20
H 2.15 -1.66 0.38
H 1.04 2.32 -0.40
```

## Properties
SMILES string: C#CC(=S)C(=C)C=S
Highest occupied orbital energy: -8.75 eV
HOMO-LUMO gap: 7.39 eV
Spin multiplicity: 1


Name the least stable of them. version B.